A 2-piece molecular cluster, C2H2N2O overall in a non-equilibrium geometry, computed with ωB97M-V/def2-TZVPD.

Results
**Largest force on an atom**: 3.16 eV/A
**Highest occupied orbital energy**: -11.543 eV
**Frontier orbital gap**: 11.6046 eV
**Relative energy (zero: lowest compared OMol25 entry of this formula, charge and spin)**: 518.61 kJ/mol

Each line ends with the Löwdin charge.
Cartesian coordinates (Å):
C 2.454 0.190 0.312  -0.10
C -0.738 0.057 0.581  -0.08
N 3.299 0.516 -0.350  0.06
N -1.823 0.306 -0.254  0.05
O -0.774 1.266 0.169  -0.01
H 1.639 -0.105 0.914  0.00
H -1.748 0.092 -1.222  0.08

---

A 2-piece molecular cluster, C2H2N2O overall in a non-equilibrium geometry, computed with ωB97M-V/def2-TZVPD.

Results
**Largest force on an atom**: 1.06 eV/A
**Highest occupied orbital energy**: -10.036 eV
**Frontier orbital gap**: 10.0537 eV
**Relative energy (zero: lowest compared OMol25 entry of this formula, charge and spin)**: 894.00 kJ/mol

Each line ends with the Löwdin charge.
Cartesian coordinates (Å):
O -0.445 0.826 1.337  -0.35
N -0.395 -0.340 1.631  0.14
C -0.206 -0.977 -0.464  -0.01
C -0.223 0.083 -1.102  -0.01
N -0.429 1.631 0.442  0.14
H -0.164 -2.013 -0.191  0.05
H -0.208 0.809 -1.890  0.05

---

C2H2N2O as an isolated structure in a non-equilibrium geometry, computed with ωB97M-V/def2-TZVPD.

Results
**Largest force on an atom**: 3.36 eV/A
**Highest occupied orbital energy**: -11.012 eV
**Frontier orbital gap**: 11.8346 eV
**Relative energy (zero: lowest compared OMol25 entry of this formula, charge and spin)**: 159.14 kJ/mol

Each line ends with the Löwdin charge.
Cartesian coordinates (Å):
C -0.797 -0.482 0.434  -0.27
C 0.968 0.226 -0.307  -0.18
H -1.409 -1.215 0.845  0.10
H 1.959 0.635 -0.456  0.14
N 0.472 -0.864 0.256  0.10
N -1.233 0.579 -0.162  0.13
O 0.040 1.121 -0.609  -0.03

---

A 2-piece molecular cluster, C2H2N2O overall in a non-equilibrium geometry, computed with ωB97M-V/def2-TZVPD.

Results
**Largest force on an atom**: 3.85 eV/A
**Spin multiplicity**: 3
**Highest occupied orbital energy (alpha / beta)**: -7.683 / -11.314 eV
**Frontier orbital gap (alpha / beta)**: 8.4410 / 7.8410 eV
**Relative energy (zero: lowest compared OMol25 entry of this formula, charge and spin)**: 556.81 kJ/mol

Each line ends with the Mulliken spin population.
Cartesian coordinates (Å):
C 1.338 0.372 0.034  0.02
C -0.010 -0.036 0.131  0.70
N 2.405 0.783 -0.021  0.21
N -0.768 -0.756 -0.780  0.00
O -0.483 -1.230 0.557  0.13
H -0.735 1.344 0.929  0.94
H -1.748 -0.478 -0.850  0.01

---

A 2-piece molecular cluster, C2H2N2O overall in a non-equilibrium geometry, computed with ωB97M-V/def2-TZVPD.

Results
**Largest force on an atom**: 13.06 eV/A
**Spin multiplicity**: 3
**Highest occupied orbital energy (alpha / beta)**: -5.524 / -10.434 eV
**Frontier orbital gap (alpha / beta)**: 6.5290 / 7.8119 eV
**Relative energy (zero: lowest compared OMol25 entry of this formula, charge and spin)**: 571.70 kJ/mol

Each line ends with the Mulliken spin population.
Cartesian coordinates (Å):
C -1.025 -0.940 -0.870  0.06
C 0.780 0.144 0.795  0.86
N -1.500 -0.685 0.199  0.00
N 0.674 1.187 0.248  0.37
O 0.753 2.286 -0.379  0.65
H -0.528 -1.388 -1.520  0.01
H 0.846 -0.605 1.526  0.05

---

The molecule C2H2N2O2 in a non-equilibrium geometry, computed with ωB97M-V/def2-TZVPD.

Results
**Largest force on an atom**: 8.38 eV/A
**Highest occupied orbital energy**: -9.295 eV
**Frontier orbital gap**: 9.3094 eV
**SMILES string**: Oc1cnno1
**Relative energy (zero: lowest compared OMol25 entry of this formula, charge and spin)**: 409.85 kJ/mol

Each line ends with the Löwdin charge.
Cartesian coordinates (Å):
O 1.681 -0.049 -0.071  0.13
C 0.418 -0.068 -0.106  -0.57
C -0.577 0.954 -0.150  -0.04
N -1.770 0.227 -0.094  0.03
N -1.442 -1.012 0.016  -0.01
O -0.168 -1.114 -0.120  0.08
H 2.291 -0.914 0.160  0.25
H -0.434 1.977 0.365  0.13